Model a:
Density functional theory data (wB97M-V/def2-TZVPD) for a single C4H4O molecule.

SMILES = C=C1CC1=O
frontier orbital gap = 8.665 eV
charge = 0
LUMO = -0.021 Eh

Last column: Löwdin charge in e.
Positions of all 9 atoms, in Å:
C1 -0.32 1.38 -0.32  0.0886
C2 0.34 0.21 -0.72  -0.2206
C3 0.06 -1.21 -0.16  0.0429
C4 1.48 -0.46 -0.29  -0.3436
O1 2.40 -0.01 0.30  0.1230
H1 -1.19 1.52 0.32  0.0640
H2 0.16 2.40 -0.63  0.0981
H3 -0.05 -2.08 -0.67  0.0502
H4 -0.28 -1.06 0.86  0.0973

---

Model b:
Density functional theory data (wB97M-V/def2-TZVPD) for a single C4H4O molecule.

frontier orbital gap = 9.847 eV
charge = 0
LUMO = -0.025 Eh

Last column: Löwdin charge in e.
Positions of all 9 atoms, in Å:
C1 1.20 0.52 -0.07  -0.1999
C2 1.82 -0.60 -0.22  0.2109
C3 -0.24 0.50 0.18  -0.3920
C4 -0.94 -0.79 0.04  -0.0501
O1 -1.04 0.29 -0.93  -0.0140
H1 1.70 1.49 -0.14  0.1218
H2 0.00 -1.53 -0.11  0.1137
H3 -0.65 1.24 0.75  0.1114
H4 -1.84 -1.12 0.49  0.0982

---

The least stable of them is model b.

---

Model a:
Density functional theory data (wB97M-V/def2-TZVPD) for a single C8H12O3 molecule.

SMILES = CC(=O)[C@H]1[C@@H](O)C=CO[C@@H]1C
frontier orbital gap = 9.853 eV
charge = 0
LUMO = 0.030 Eh

Last column: Löwdin charge in e.
Positions of all 23 atoms, in Å:
C1 2.28 -1.80 0.65  -0.0167
C2 1.27 -1.26 -0.36  -0.4259
O1 0.88 -1.89 -1.29  0.1059
C3 0.64 0.10 -0.02  -0.0626
C4 0.23 0.95 -1.26  -0.3501
O2 -0.59 0.25 -2.10  0.0013
C5 -0.58 2.17 -0.67  0.0050
C6 -1.27 2.17 0.47  -0.0984
O3 -1.27 1.10 1.36  -0.0626
C7 -0.87 -0.13 0.85  -0.2781
C8 -0.87 -1.03 2.02  -0.0371
H1 2.29 -2.91 0.43  0.0954
H2 1.94 -1.77 1.75  0.0903
H3 3.25 -1.21 0.82  0.1094
H4 1.23 0.79 0.56  0.1390
H5 1.07 1.38 -1.80  0.1407
H6 -0.30 -0.65 -2.07  0.0475
H7 -0.61 3.02 -1.30  0.0917
H8 -1.92 2.94 0.76  0.1077
H9 -1.59 -0.46 0.15  0.1379
H10 -0.03 -0.83 2.70  0.0894
H11 -1.76 -0.92 2.56  0.0719
H12 -0.70 -2.06 1.65  0.0984

---

Model b:
Density functional theory data (wB97M-V/def2-TZVPD) for a single C8H12O3 molecule.

SMILES = COC(C)(C)c1occc1O
frontier orbital gap = 8.896 eV
charge = 0
LUMO = 0.025 Eh

Last column: Löwdin charge in e.
Positions of all 23 atoms, in Å:
C1 1.41 -0.07 2.03  -0.0328
O1 1.46 -0.77 0.76  -0.1596
C2 0.93 -0.07 -0.40  -0.4385
C3 1.43 1.42 -0.50  0.0060
C4 1.36 -0.92 -1.56  -0.0099
C5 -0.70 -0.22 -0.33  -0.0775
O2 -1.30 -1.29 -1.00  -0.0235
C6 -2.69 -1.22 -0.86  -0.0794
C7 -2.97 -0.21 -0.05  0.0019
C8 -1.68 0.40 0.36  -0.2922
O3 -1.56 1.39 1.26  0.0563
H1 0.43 0.21 2.33  0.0776
H2 1.95 0.80 1.79  0.0535
H3 1.98 -0.63 2.69  0.0716
H4 1.40 2.00 0.41  0.0715
H5 2.43 1.10 -0.69  0.0781
H6 1.01 1.90 -1.34  0.0792
H7 2.09 -1.66 -1.09  0.1222
H8 1.90 -0.29 -2.30  0.0943
H9 0.60 -1.47 -2.02  0.0512
H10 -3.07 -1.92 -1.55  0.1160
H11 -3.91 0.10 0.39  0.1062
H12 -2.46 1.44 1.66  0.1278

---

The least stable of them is model b.

---

Model a:
Density functional theory data (wB97M-V/def2-TZVPD) for a single C23H34N2O3 molecule.

SMILES = CC[C@]1(C)C[C@H](C(=O)N2CC3(C[C@H](C(=O)N4[C@H]5CC=C[C@H]4CCC5)CO3)C2)C1
frontier orbital gap = 9.660 eV
charge = 0
LUMO = 0.022 Eh

Last column: Löwdin charge in e.
Positions of all 62 atoms, in Å:
C1 -0.64 1.00 0.25  -0.1035
C2 0.33 -0.02 -0.35  -0.1940
C3 1.76 0.49 -0.60  -0.4764
C4 2.11 0.39 -2.08  -0.0492
C5 2.18 1.88 -0.04  -0.0787
C6 3.53 1.28 0.40  -0.1892
C7 4.00 1.64 1.79  -0.4266
O1 3.24 1.92 2.70  0.0622
N1 5.33 1.57 1.99  -0.0098
C8 6.50 1.30 1.15  -0.0188
C9 7.38 1.74 2.36  -0.4185
C10 8.20 3.00 2.17  -0.0411
C11 9.50 2.43 1.56  -0.1535
C12 9.49 2.52 0.03  -0.4073
O2 9.23 1.55 -0.68  0.0643
N2 9.76 3.73 -0.48  -0.0322
C13 9.71 4.05 -1.91  -0.2916
C14 11.14 3.82 -2.37  -0.0829
C15 11.87 4.83 -1.46  -0.0559
C16 11.28 5.46 -0.43  -0.0258
C17 9.91 5.02 0.12  -0.2380
C18 8.59 5.77 -0.35  -0.1007
C19 7.61 4.83 -1.16  -0.1319
C20 8.25 3.95 -2.31  -0.0862
C21 9.50 0.97 2.05  -0.1074
O3 8.30 0.79 2.83  -0.0486
C22 6.09 1.83 3.21  -0.0115
C23 2.88 -0.12 0.28  -0.0610
H1 -1.64 0.59 0.31  0.0696
H2 -0.34 1.29 1.26  0.0721
H3 -0.68 1.91 -0.35  0.0782
H4 0.37 -0.90 0.30  0.1090
H5 -0.10 -0.37 -1.30  0.1014
H6 3.13 0.73 -2.28  0.0815
H7 2.03 -0.64 -2.43  0.0855
H8 1.43 1.01 -2.68  0.0869
H9 2.21 2.71 -0.74  0.1178
H10 1.62 2.17 0.85  0.1012
H11 4.32 1.42 -0.33  0.1291
H12 6.63 0.25 0.90  0.1401
H13 6.58 1.91 0.25  0.1105
H14 7.71 3.74 1.54  0.1130
H15 8.40 3.45 3.14  0.1350
H16 10.37 2.96 1.94  0.1420
H17 9.75 5.13 -1.96  0.1063
H18 11.31 4.11 -3.41  0.1172
H19 11.50 2.80 -2.23  0.1163
H20 12.88 5.12 -1.73  0.0989
H21 11.82 6.24 0.10  0.1009
H22 9.96 4.97 1.21  0.1343
H23 8.05 6.14 0.52  0.1049
H24 8.85 6.65 -0.94  0.1110
H25 6.81 5.45 -1.56  0.1074
H26 7.13 4.16 -0.45  0.0786
H27 8.08 4.41 -3.29  0.1119
H28 7.83 2.94 -2.31  0.0999
H29 9.49 0.29 1.20  0.1205
H30 10.34 0.73 2.69  0.1273
H31 5.88 2.79 3.67  0.1301
H32 6.01 1.03 3.95  0.1362
H33 2.49 -0.45 1.24  0.1236
H34 3.48 -0.92 -0.17  0.1156

---

Model b:
Density functional theory data (wB97M-V/def2-TZVPD) for a single C23H34N2O3 molecule.

SMILES = CCOCCCN1C(=O)CN([C@H]2CC[C@H](C)CC2)C(=O)[C@H]1c1ccc(C)cc1
frontier orbital gap = 9.716 eV
charge = 0
LUMO = 0.029 Eh

Last column: Löwdin charge in e.
Positions of all 62 atoms, in Å:
C1 -4.47 -3.21 -1.03  -0.0689
C2 -5.68 -2.61 -0.32  -0.2624
O1 -5.44 -1.39 0.37  -0.1625
C3 -4.66 -1.46 1.53  -0.2197
C4 -3.16 -1.24 1.28  -0.1356
C5 -2.94 0.01 0.43  -0.1309
N1 -1.57 0.12 -0.03  -0.0261
C6 -1.21 -0.38 -1.22  -0.4325
O2 -1.97 -0.92 -2.00  0.0710
C7 0.28 -0.20 -1.52  -0.0158
N2 1.11 -0.49 -0.37  0.0131
C8 2.38 -1.18 -0.57  -0.2677
C9 2.42 -2.51 0.19  -0.1324
C10 3.73 -3.23 -0.08  -0.1697
C11 4.93 -2.36 0.33  -0.3910
C12 6.24 -3.08 0.06  -0.0762
C13 4.87 -1.03 -0.43  -0.1699
C14 3.56 -0.30 -0.15  -0.1340
C15 0.73 -0.06 0.84  -0.4082
O3 1.34 -0.24 1.87  0.0696
C16 -0.59 0.74 0.83  -0.1318
C17 -0.26 2.17 0.44  -0.1621
C18 -0.92 2.83 -0.59  -0.0259
C19 -0.59 4.13 -0.91  -0.0349
C20 0.40 4.81 -0.22  -0.2813
C21 0.75 6.23 -0.56  -0.0525
C22 1.06 4.15 0.81  -0.0329
C23 0.73 2.85 1.14  -0.0143
H1 -3.91 -2.44 -1.56  0.0613
H2 -3.80 -3.70 -0.33  0.0676
H3 -4.81 -3.95 -1.75  0.0746
H4 -6.44 -2.34 -1.05  0.1185
H5 -6.11 -3.35 0.38  0.1159
H6 -5.03 -0.65 2.17  0.1253
H7 -4.81 -2.41 2.06  0.1248
H8 -2.73 -2.10 0.75  0.1031
H9 -2.65 -1.15 2.25  0.1174
H10 -3.20 0.91 0.98  0.1389
H11 -3.57 -0.07 -0.46  0.1252
H12 0.54 -0.88 -2.34  0.1362
H13 0.44 0.83 -1.87  0.1379
H14 2.46 -1.39 -1.64  0.1492
H15 2.32 -2.31 1.26  0.1142
H16 1.58 -3.13 -0.12  0.1219
H17 3.76 -4.17 0.47  0.1165
H18 3.81 -3.46 -1.15  0.1212
H19 4.85 -2.15 1.40  0.1463
H20 6.35 -3.31 -1.00  0.0790
H21 6.28 -4.02 0.61  0.0747
H22 7.09 -2.47 0.37  0.0746
H23 5.71 -0.40 -0.12  0.1163
H24 4.97 -1.22 -1.50  0.1211
H25 3.48 -0.08 0.91  0.1144
H26 3.53 0.64 -0.71  0.1222
H27 -0.96 0.73 1.86  0.1671
H28 -1.70 2.32 -1.14  0.1194
H29 -1.11 4.62 -1.72  0.1126
H30 0.16 6.91 0.05  0.0848
H31 0.53 6.44 -1.61  0.0759
H32 1.80 6.43 -0.37  0.0767
H33 1.83 4.66 1.36  0.1130
H34 1.25 2.34 1.95  0.1177

---

Model c:
Density functional theory data (wB97M-V/def2-TZVPD) for a single C23H34N2O3 molecule.

SMILES = CC[C@]1(C)C[C@H](C(=O)N2CC3(C[C@H](C(=O)N4[C@H]5CC=C[C@H]4CCC5)CO3)C2)C1
frontier orbital gap = 9.735 eV
charge = 0
LUMO = 0.022 Eh

Last column: Löwdin charge in e.
Positions of all 62 atoms, in Å:
C1 -0.04 0.34 0.78  -0.1028
C2 0.84 -0.35 -0.26  -0.2019
C3 1.93 0.52 -0.89  -0.4865
C4 2.21 0.05 -2.32  -0.0492
C5 1.79 2.07 -0.85  -0.0706
C6 3.28 2.17 -0.46  -0.1930
C7 3.61 3.11 0.68  -0.4291
O1 2.79 3.50 1.49  0.0733
N1 4.92 3.46 0.75  -0.0092
C8 6.12 2.79 0.24  -0.0255
C9 6.94 3.60 1.28  -0.4150
C10 7.80 4.71 0.70  -0.0441
C11 9.12 3.96 0.45  -0.1644
C12 9.07 3.20 -0.88  -0.4109
O2 8.97 1.99 -0.94  0.0743
N2 9.08 3.97 -1.98  -0.0331
C13 9.11 3.43 -3.34  -0.2878
C14 10.53 2.88 -3.49  -0.0832
C15 11.33 4.18 -3.24  -0.0526
C16 10.79 5.32 -2.78  -0.0269
C17 9.36 5.36 -2.19  -0.2418
C18 8.15 5.81 -3.12  -0.1033
C19 7.09 4.66 -3.33  -0.1356
C20 7.65 3.22 -3.69  -0.0855
C21 9.15 3.00 1.64  -0.1142
O3 7.80 2.86 2.11  -0.0392
C22 5.60 4.01 1.93  -0.0162
C23 3.23 0.67 -0.07  -0.0636
H1 -0.72 -0.37 1.25  0.0703
H2 0.56 0.80 1.57  0.0760
H3 -0.64 1.13 0.33  0.0744
H4 1.32 -1.23 0.18  0.1161
H5 0.18 -0.74 -1.05  0.1062
H6 3.04 0.61 -2.76  0.0822
H7 2.47 -1.01 -2.34  0.0865
H8 1.33 0.20 -2.94  0.0850
H9 1.49 2.55 -1.78  0.1173
H10 1.18 2.42 -0.03  0.0984
H11 3.93 2.35 -1.31  0.1363
H12 6.15 1.72 0.45  0.1403
H13 6.33 2.97 -0.82  0.1004
H14 7.37 5.16 -0.19  0.1220
H15 7.94 5.49 1.45  0.1362
H16 9.98 4.62 0.46  0.1479
H17 9.26 4.29 -3.98  0.1072
H18 10.74 2.52 -4.50  0.1184
H19 10.77 2.10 -2.78  0.1103
H20 12.37 4.19 -3.55  0.1001
H21 11.38 6.22 -2.74  0.1016
H22 9.37 5.94 -1.27  0.1342
H23 7.63 6.65 -2.66  0.1058
H24 8.53 6.17 -4.08  0.1108
H25 6.39 5.00 -4.11  0.1054
H26 6.50 4.58 -2.42  0.0838
H27 7.51 3.00 -4.75  0.1104
H28 7.15 2.45 -3.11  0.1003
H29 9.53 2.02 1.35  0.1230
H30 9.75 3.40 2.46  0.1264
H31 5.44 5.07 2.10  0.1274
H32 5.39 3.44 2.84  0.1373
H33 3.04 0.55 1.00  0.1252
H34 4.08 0.05 -0.36  0.1143

---

The least stable of them is model a.

---

Model a:
Density functional theory data (wB97M-V/def2-TZVPD) for a single C2H4BrNO2 molecule.

SMILES = CON(Br)C=O
frontier orbital gap = 9.288 eV
charge = 0
LUMO = -0.013 Eh

Last column: Löwdin charge in e.
Positions of all 10 atoms, in Å:
C1 -0.39 -0.50 1.46  -0.0792
O1 0.10 0.61 0.74  -0.2002
N1 0.04 0.52 -0.62  -0.4046
Br1 -1.86 0.85 -1.17  0.6870
C2 0.99 0.35 -1.64  -0.3751
O2 0.65 0.50 -2.76  0.0203
H1 -1.15 -0.96 0.99  0.0313
H2 -0.66 -0.27 2.47  0.1011
H3 0.36 -1.17 1.58  0.0549
H4 1.92 0.07 -1.05  0.1645

---

Model b:
Density functional theory data (wB97M-V/def2-TZVPD) for a single C2H4BrNO2 molecule.

SMILES = C[C@@H](Br)[N+](=O)[O-]
frontier orbital gap = 10.673 eV
charge = 0
LUMO = -0.008 Eh

Last column: Löwdin charge in e.
Positions of all 10 atoms, in Å:
C1 -0.03 -0.01 -1.21  -0.1235
C2 -0.14 0.42 0.26  -0.7072
Br1 -1.91 0.79 0.71  0.8174
N1 0.48 -0.60 1.25  -0.4154
O1 0.30 -0.28 2.42  0.0197
O2 0.97 -1.64 0.86  0.0869
H1 -0.45 -0.88 -1.45  0.0234
H2 1.05 0.06 -1.63  0.1378
H3 -0.68 0.68 -1.59  0.0114
H4 0.41 1.47 0.39  0.1495

---

The least stable of them is model a.

---

Model a:
Density functional theory data (wB97M-V/def2-TZVPD) for a molecular structure, C6H13NO3.

frontier orbital gap = 9.304 eV
charge = 0
LUMO = 0.013 Eh

Last column: Löwdin charge in e.
Positions of all 23 atoms, in Å:
C1 2.08 0.29 0.06  -0.2994
C2 0.84 0.24 -0.58  -0.4065
C3 -0.79 1.70 0.35  -0.1983
C4 -2.03 0.60 0.20  -0.0575
C5 -1.51 -0.70 -0.43  -0.2825
C6 0.02 -0.78 0.11  -0.3273
H1 3.54 -1.20 0.73  0.1418
H2 2.77 1.16 -0.54  0.1676
H3 2.21 0.89 1.27  0.2081
H4 0.72 -0.07 -1.86  0.2595
H5 -0.43 1.48 -1.32  0.0567
H6 -1.29 2.68 0.16  0.1173
H7 -0.25 1.84 1.29  0.1080
H8 -2.30 0.67 1.38  0.1690
H9 -2.66 1.04 -0.32  0.0010
H10 -1.44 -0.48 -1.38  0.0882
H11 -1.70 -2.50 0.44  0.1412
H12 0.05 -1.05 1.42  0.2424
H13 1.29 -2.49 -0.26  0.2055
N1 0.21 1.51 -0.63  -0.0337
O1 2.76 -0.93 0.16  -0.1026
O2 -2.35 -1.78 0.05  -0.0566
O3 0.24 -2.10 -0.31  -0.1420

---

Model b:
Density functional theory data (wB97M-V/def2-TZVPD) for 2 unconnected molecules or ions with the total composition C6H13NO3.

frontier orbital gap = 9.100 eV
charge = 0
LUMO = -0.002 Eh

Last column: Löwdin charge in e.
Positions of all 23 atoms, in Å:
C1 1.76 -1.12 -0.12  -0.2674
C2 0.81 -0.29 0.68  -0.3061
C3 -0.26 1.82 -0.02  -0.2081
C4 -1.01 0.88 -1.00  -0.1663
C5 -1.46 -0.43 -0.40  -0.3934
C6 -0.66 -0.98 0.88  -0.2594
H1 2.62 0.36 -0.52  0.0850
H2 1.33 -1.15 -1.08  0.0921
H3 1.84 -2.22 0.10  0.1432
H4 1.38 -0.28 1.56  0.1245
H5 1.64 1.44 0.89  0.1343
H6 0.23 2.53 -0.74  0.1228
H7 -0.87 2.39 0.87  0.1459
H8 -0.10 0.73 -1.73  0.1517
H9 -1.92 1.44 -1.55  0.1605
H10 -2.47 -0.07 0.05  0.1509
H11 -1.73 -2.22 -1.09  0.1213
H12 -0.76 -2.15 0.73  0.1790
H13 -1.74 0.71 1.81  0.2906
N1 0.98 1.04 0.22  -0.0725
O1 3.03 -0.50 -0.20  -0.0628
O2 -1.36 -1.37 -1.45  -0.0345
O3 -1.28 -0.56 2.10  -0.1312

---

Model c:
Density functional theory data (wB97M-V/def2-TZVPD) for 2 unconnected molecules or ions with the total composition C6H13NO3.

frontier orbital gap = 7.859 eV
charge = 0
LUMO = 0.008 Eh

Last column: Löwdin charge in e.
Positions of all 23 atoms, in Å:
C1 0.81 0.46 0.91  -0.1561
C2 -1.13 2.06 -0.43  -0.0178
C3 2.16 -0.10 0.50  -0.1518
C4 -0.25 0.93 -0.91  -0.4851
O1 0.66 1.12 -1.76  -0.0283
H1 0.86 1.54 1.05  0.0726
H2 0.51 0.09 1.90  0.0628
H3 -1.70 1.79 0.46  0.0772
H4 -1.84 2.29 -1.24  0.0941
H5 -0.52 2.94 -0.23  0.0875
H6 2.18 -1.19 0.50  0.0515
H7 2.96 0.23 1.17  0.0667
H8 2.41 0.24 -0.51  0.0636
C5 -0.84 -1.00 0.34  -0.3913
N1 -0.24 -2.18 0.51  0.1957
C6 -0.96 -0.46 -1.05  -0.2619
O2 -1.81 -0.60 1.17  0.0977
O3 -0.23 -1.24 -1.95  -0.0197
H9 -1.66 -0.93 2.07  0.1303
H10 0.44 -0.58 -2.28  0.1000
H11 0.36 -2.45 -0.27  0.1198
H12 -0.14 -2.60 1.42  0.1300
H13 -2.01 -0.37 -1.35  0.1625

---

Model d:
Density functional theory data (wB97M-V/def2-TZVPD) for a single C6H13NO3 molecule.

SMILES = O=C(CCCO)NCCO
frontier orbital gap = 10.528 eV
charge = 0
LUMO = 0.029 Eh

Last column: Löwdin charge in e.
Positions of all 23 atoms, in Å:
O1 -1.17 0.66 0.35  0.0469
C1 -0.35 -0.11 -0.11  -0.5077
C2 -0.52 -1.62 -0.10  -0.1061
C3 -1.34 -2.06 1.11  -0.1791
C4 -0.52 -2.00 2.40  -0.2745
O2 0.08 -0.74 2.61  -0.0633
N1 0.79 0.32 -0.69  0.0633
C5 1.10 1.72 -0.84  -0.1634
C6 0.83 2.21 -2.27  -0.2619
O3 1.15 3.57 -2.43  -0.0618
H1 -1.05 -1.89 -1.02  0.1243
H2 0.45 -2.11 -0.11  0.1171
H3 -1.70 -3.09 0.97  0.1129
H4 -2.21 -1.40 1.20  0.1132
H5 -1.16 -2.26 3.25  0.1150
H6 0.31 -2.71 2.36  0.1185
H7 -0.58 -0.06 2.46  0.0815
H8 1.43 -0.35 -1.09  0.1430
H9 2.15 1.90 -0.58  0.1277
H10 0.47 2.26 -0.14  0.1225
H11 1.46 1.67 -2.98  0.1191
H12 -0.22 2.02 -2.52  0.1226
H13 0.61 4.09 -1.83  0.0902

---

The least stable of them is model a.